A 4-piece molecular cluster, C15H32O15S2 overall. Source: OMol25; level of theory: ωB97M-V with the def2-TZVPD basis set.

## Properties
**E_LUMO**: 0.304 eV
**E_HOMO**: -10.621 eV
**HOMO-LUMO gap**: 10.92 eV

```
! wB97M-V def2-TZVPD RIJCOSX def2/J DEFGRID3
* xyz 0 1
C 3.2615 -2.1323 -1.0372
C 2.8789 -3.5449 -1.4584
O 1.5132 -3.8595 -1.1689
O 1.4644 -4.1433 0.2423
S 0.3350 -3.2134 0.9917
O 0.0804 -3.9543 2.1929
O -0.8506 -3.5950 -0.0841
C -1.9054 -2.6491 -0.1250
S -3.3001 -3.4849 -0.9103
O -3.2785 -3.1602 -2.3063
O -4.4679 -3.2533 -0.1107
H 3.1515 -1.4499 -1.8768
H 2.5755 -1.7793 -0.2644
H 4.2604 -2.0744 -0.6103
H 3.5206 -4.3099 -1.0197
H 2.9092 -3.6695 -2.5427
H -2.2209 -2.3068 0.8617
H -1.6687 -1.8057 -0.7769
H -2.9119 -4.7774 -0.7821
C -7.1915 -1.7859 1.2047
C -7.1466 -1.1170 2.5589
O -6.8145 0.2826 2.4571
C -7.8118 1.0792 2.0848
O -8.9506 0.7499 1.8751
O -7.3408 2.3261 2.0043
C -8.3062 3.2942 1.5828
H -6.2548 -1.6349 0.6712
H -7.3434 -2.8584 1.3261
H -8.0054 -1.3874 0.6003
H -6.3518 -1.5358 3.1733
H -8.0887 -1.2228 3.0962
H -9.1932 3.2530 2.2112
H -8.5884 3.1210 0.5455
H -7.8163 4.2580 1.6819
C 2.7038 2.7956 3.1874
C 2.7292 1.3498 3.6294
O 3.5585 0.5420 2.7722
C 4.8690 0.6490 2.9841
O 5.4024 1.3179 3.8305
O 5.4959 -0.1272 2.0994
C 6.9247 -0.0784 2.1733
H 2.3959 2.8691 2.1438
H 1.9957 3.3550 3.7992
H 3.6869 3.2513 3.2934
H 1.7421 0.8988 3.5497
H 3.0734 1.2501 4.6582
H 7.2652 -0.2846 3.1854
H 7.2862 0.8989 1.8579
H 7.2788 -0.8456 1.4916
C 3.4972 4.5839 -4.0763
C 4.3832 3.3604 -4.1418
O 3.8078 2.2434 -3.4369
C 2.8392 1.6009 -4.0845
O 2.4360 1.8452 -5.1913
O 2.3912 0.6214 -3.2941
C 1.2902 -0.1145 -3.8414
H 3.2725 4.8357 -3.0394
H 4.0053 5.4311 -4.5374
H 2.5605 4.4142 -4.6047
H 5.3309 3.5358 -3.6368
H 4.5873 3.0674 -5.1712
H 1.5221 -0.4814 -4.8387
H 0.3993 0.5099 -3.8789
H 1.1270 -0.9537 -3.1701
*
```

These are the Mulliken partial charges, in e, on atoms 1 to 6: C -0.610; C -0.303; O -0.215; O -0.206; S 0.799; O -0.548



C2AuF3NO5S as an isolated structure in a non-equilibrium geometry. Source: OMol25; level of theory: ωB97M-V with the def2-TZVPD basis set.

## Properties
**E_LUMO (spin up / spin down)**: 0.384 / -3.653 eV
**E_HOMO (spin up / spin down)**: -7.894 / -11.857 eV
**Relative energy (zero: lowest compared OMol25 entry of this formula, charge and spin)**: 0.0000 eV
**HOMO-LUMO gap (spin up / spin down)**: 8.28 / 8.20 eV

```
! wB97M-V def2-TZVPD RIJCOSX def2/J DEFGRID3
* xyz 0 4
Au -0.8241 2.1322 0.7846
N 0.0690 0.9045 -1.4216
S 1.2740 0.8515 -0.4214
O 2.5748 0.9961 -1.0870
O 1.0207 1.6979 0.8111
C 1.4728 -0.8270 0.4098
F 1.5864 -1.7675 -0.5240
F 0.4084 -1.1058 1.1595
F 2.5536 -0.8745 1.1859
O -1.1448 1.1458 -0.7375
O -3.1495 -0.3113 0.8270
C -2.9624 -1.0014 -0.0937
O -2.8789 -1.8406 -0.8928
*
```

These are the Mulliken partial charges, in e, on atoms 1 to 6: Au 0.139; N -0.231; S 1.219; O -0.556; O -0.497; C 0.711



In the order shown, the computed E_tot values come out to -2515.579668 -1340.356386 hartree.